1.
C6H12N2O2 | ωB97M-V/def2-TZVPD

Geometry (Å):
C1 1.877835 0.579961 -1.215260
C2 0.929680 1.444634 -0.421131
C3 -0.573143 1.219025 -0.361226
C4 -1.257493 0.051987 -1.032522
N1 -1.936436 -0.780339 -0.032781
C5 0.279776 1.035430 0.874211
N2 0.425733 -0.209046 1.597336
C6 -0.120639 -1.455713 1.343950
O1 -0.741209 -2.062486 2.232716
O2 0.630552 -2.170647 0.458468
H1 1.690685 -0.488794 -1.073704
H2 1.790704 0.810633 -2.287228
H3 2.915745 0.781597 -0.911753
H4 1.215800 2.499841 -0.434572
H5 -1.193758 2.118913 -0.342577
H6 -1.964235 0.440478 -1.783697
H7 -0.545511 -0.599922 -1.547541
H8 -2.276890 -0.234740 0.754213
H9 -2.041452 -1.747775 -0.325987
H10 0.187578 1.842658 1.600048
H11 0.527180 -0.065033 2.591813
H12 0.179500 -3.010662 0.317222

Atoms 1-3, force components in eV/Å:
C -0.026 -0.129 -0.091
C 0.196 0.306 0.112
C -0.128 0.261 0.035

Properties
* lowest unoccupied orbital energy: 0.74 eV
* energy above the lowest of the compared OMol25 structures with the same formula, charge and spin: 47.3 kcal per mole
* calculated total energy: -495.7621 hartree
* molar mass: 144.17 g mol⁻¹
* total charge: 0

Atomic partial charges in e from the Mulliken method, atoms 1 to 8: C -1.354; C -0.022; C -0.229; C -0.603; N -0.549; C -0.240; N -0.154; C 0.487

=====

2.
C6H12N2O2P | ωB97M-V/def2-TZVPD

Geometry (Å):
C1 -1.929691 3.150717 0.317366
O1 -1.526007 1.920979 0.862166
C2 -1.519906 0.977912 -0.044659
N1 -1.101713 -0.240499 0.207002
C3 -1.169536 -1.220970 -0.831614
C4 -0.686898 -0.633986 1.592785
C5 0.602053 -0.893264 1.839488
N2 1.616124 -0.652391 1.017940
P1 1.963401 0.537794 0.097096
O2 3.345670 0.172167 -0.634093
C6 4.272512 -0.887491 -0.684886
H1 -2.920636 3.044910 -0.260554
H2 -0.995883 3.402143 -0.257528
H3 -2.026099 3.728704 1.179080
H4 -1.857472 1.125733 -1.111630
H5 -1.818587 -0.977754 -1.703939
H6 -0.295002 -1.738274 -1.134308
H7 -1.786680 -2.134551 -0.404589
H8 -1.519432 -0.934636 2.272693
H9 0.831906 -1.329769 2.824046
H10 3.806117 -1.762861 -1.127326
H11 4.639783 -1.039997 0.444859
H12 5.144218 -0.658561 -1.290914

Atoms 1-3, force components in eV/Å:
C 0.172 0.383 -2.233
O -0.216 -3.459 -0.729
C 0.412 -1.317 -0.079

Properties
* lowest unoccupied orbital energy: -3.91 eV
* energy above the lowest of the compared OMol25 structures with the same formula, charge and spin: 57.9 kcal per mole
* calculated total energy: -836.8435 hartree
* molar mass: 175.15 g mol⁻¹
* total charge: +1

Atomic partial charges in e from the Mulliken method, atoms 1 to 8: C -0.693; O -0.294; C 0.220; N 0.238; C -0.885; C -0.476; C -0.153; N -0.201

=====

3.
C6H12N2O3 | ωB97M-V/def2-TZVPD

Geometry (Å):
C1 -0.661448 1.651735 -0.021445
C2 0.141203 1.187492 -1.205829
N1 0.877790 -0.096104 -0.808361
C3 1.914653 0.061826 0.215525
C4 1.275789 -0.790201 -2.015654
H1 -1.603038 1.177761 -0.056523
H2 -0.110098 1.371241 0.768798
H3 -0.807387 2.777934 -0.047864
H4 0.830578 2.089505 -1.518025
H5 -0.522868 0.988271 -2.002924
H6 2.679526 0.806850 -0.083864
H7 1.468164 0.353088 1.082235
H8 2.291145 -0.908399 0.381912
H9 0.592221 -0.942938 -2.849389
H10 2.227624 -0.506558 -2.512162
H11 1.420939 -1.820704 -1.842318
N2 -0.591519 -2.029463 0.305314
C5 -0.943444 -2.065118 1.446451
O1 -1.560326 -2.039140 2.581639
H12 0.076671 -1.439075 -0.249405
O2 -2.318591 0.511792 3.615103
C6 -2.981698 0.056841 2.796991
O3 -3.695884 -0.396636 2.019797

Atoms 1-3, force components in eV/Å:
C -0.986 2.680 -2.798
C 2.198 0.971 1.031
N -1.222 1.655 -2.121

Properties
* lowest unoccupied orbital energy: 0.63 eV
* energy above the lowest of the compared OMol25 structures with the same formula, charge and spin: 53.1 kcal per mole
* calculated total energy: -571.0182 hartree
* molar mass: 160.17 g mol⁻¹
* total charge: 0

Atomic partial charges in e from the Mulliken method, atoms 1 to 8: C -1.103; C -0.450; N 0.066; C -1.246; C -1.073; H 0.265; H 0.351; H 0.309

=====

4.
C6H12N2O4S | ωB97M-V/def2-TZVPD

Geometry (Å):
N1 1.999537 -1.660724 -0.950051
C1 1.875185 -0.906845 0.243213
C2 2.865003 0.126816 0.741373
S1 3.139167 1.589300 -0.353323
C3 0.444007 -0.448909 0.475915
O1 0.336320 0.313146 1.503773
N2 -0.492462 -0.783940 -0.395986
C4 -1.659118 -0.051334 -0.591971
C5 -2.656680 -0.387680 0.506386
O2 -4.038480 -0.203990 -0.090601
C6 -1.275546 1.323946 -0.363241
O3 0.019070 1.751177 -0.123446
O4 -2.361201 2.091498 -0.223776
H1 2.794835 -2.268992 -0.828658
H2 2.302593 -1.005301 -1.888963
H3 1.860469 -1.656380 0.994288
H4 2.801003 0.408193 1.823607
H5 3.844600 -0.233071 0.795259
H6 1.676021 1.885825 -0.771731
H7 -0.458945 -1.715424 -1.050382
H8 -2.178986 -0.423279 -1.546305
H9 -2.689371 0.061432 1.567641
H10 -2.496670 -1.541003 0.708132
H11 -3.934062 0.768120 -0.370432
H12 -1.716280 2.967428 0.189291

Atoms 1-3, force components in eV/Å:
N 1.810 1.967 -4.553
C -1.409 -0.041 1.068
C -0.067 1.654 0.320

Properties
* lowest unoccupied orbital energy: 0.08 eV
* energy above the lowest of the compared OMol25 structures with the same formula, charge and spin: 133.8 kcal per mole
* calculated total energy: -1044.3074 hartree
* molar mass: 208.24 g mol⁻¹
* total charge: 0

Atomic partial charges in e from the Mulliken method, atoms 1 to 8: N -0.633; C 0.267; C -0.838; S -0.309; C -0.029; O -0.651; N -0.107; C 0.083

=====

5.
C6H12N2O4S2 | ωB97M-V/def2-TZVPD

Geometry (Å):
C1 -2.593679 0.220069 1.764397
C2 -2.423549 0.084248 0.227931
N1 -2.773200 -1.264175 -0.336392
O1 -3.561542 -1.363392 -1.238886
O2 -2.247304 -2.182558 0.205900
C3 -0.953666 0.320509 -0.311761
C4 -0.714507 0.058045 -1.837394
S1 0.184630 -0.592165 0.769569
C5 1.797007 -0.570851 -0.289252
C6 2.860109 -0.485119 0.694436
S2 4.505013 -0.384557 -0.275696
N2 -0.737287 1.771931 0.071106
O3 -1.066044 2.579788 -0.769421
O4 -0.142600 2.030360 1.080488
H1 -3.359774 0.918762 2.019745
H2 -2.900300 -0.730163 2.135687
H3 -1.492260 0.276012 2.079949
H4 -3.106422 0.719447 -0.379475
H5 0.131586 0.529425 -2.239916
H6 -0.544545 -0.998550 -1.879203
H7 -1.462663 0.509666 -2.560713
H8 1.572775 0.283536 -1.001182
H9 1.657887 -1.573487 -0.838903
H10 2.988482 -1.455075 1.373434
H11 2.915080 0.389848 1.378754
H12 4.094090 0.826092 -0.536303

Atoms 1-3, force components in eV/Å:
C 2.489 -1.321 -1.552
C -0.571 0.713 -1.860
N -0.611 0.315 0.889

Properties
* lowest unoccupied orbital energy: -0.10 eV
* energy above the lowest of the compared OMol25 structures with the same formula, charge and spin: 74.4 kcal per mole
* calculated total energy: -1442.4039 hartree
* molar mass: 240.31 g mol⁻¹
* total charge: 0

Atomic partial charges in e from the Mulliken method, atoms 1 to 8: C -1.199; C -0.040; N 0.974; O -0.626; O -0.527; C -0.061; C -1.896; S 0.060

=====

6.
C6H12N2O5 | ωB97M-V/def2-TZVPD

Geometry (Å):
N1 -1.947988 -0.959113 1.288886
C1 -1.775370 -0.658852 -0.118510
C2 -2.993549 0.089021 -0.722567
O1 -3.173365 1.358995 -0.230563
C3 -0.413348 0.054399 -0.316730
O2 -0.122350 0.895708 -1.154715
N2 0.614977 -0.557711 0.414064
C4 1.939287 0.074140 0.386293
C5 2.845653 -0.637276 -0.559602
O3 2.696509 -2.014498 -0.078943
C6 1.879817 1.536788 0.248399
O4 2.602859 2.181973 -0.506750
O5 1.011005 2.137105 1.176665
H1 -2.979092 -1.401675 1.301464
H2 -2.305352 -0.079695 1.661251
H3 -1.538446 -1.591734 -0.573993
H4 -3.945891 -0.464003 -0.556740
H5 -2.901713 0.009596 -1.849446
H6 -2.314963 1.853765 -0.462546
H7 0.270295 -1.217630 1.096617
H8 2.293868 -0.331502 1.359302
H9 2.493714 -0.501329 -1.595946
H10 3.804054 -0.198290 -0.366148
H11 2.695641 -2.704020 -0.996915
H12 1.263754 3.125848 1.157162

Atoms 1-3, force components in eV/Å:
N -4.104 -0.683 0.673
C 0.185 1.363 -0.013
C 0.144 -2.255 -2.117

Properties
* lowest unoccupied orbital energy: 0.46 eV
* energy above the lowest of the compared OMol25 structures with the same formula, charge and spin: 42.4 kcal per mole
* calculated total energy: -721.4973 hartree
* molar mass: 192.17 g mol⁻¹
* total charge: 0

Atomic partial charges in e from the Mulliken method, atoms 1 to 8: N -0.808; C 0.368; C -0.771; O -0.534; C 0.114; O -0.670; N -0.020; C 0.063